Molecular formula: C6H13BrN4
Method: DFT, ωB97M-V with the def2-TZVPD basis set

Structure (XYZ):
```
24
Properties=species:S:1:pos:R:3:forces:R:3:nbo_charge:R:1
C 1.123 0.620 -4.159 0.51 0.53 -1.65 -0.06
C 0.338 0.292 -3.141 -1.34 1.86 0.60 -0.07
C 1.354 -1.562 -3.808 -1.67 0.50 -0.82 0.61
C -2.545 1.424 0.561 -0.26 -0.74 0.14 -0.38
C -1.033 1.042 5.708 -1.56 1.12 -0.69 0.17
C -1.441 0.797 0.225 0.11 -0.42 1.19 -0.28
N 1.715 -0.560 -4.620 -1.45 0.42 3.01 -0.50
N 0.400 -1.065 -2.963 1.26 -0.76 0.40 -0.52
N 1.657 -2.822 -4.045 -1.30 -1.61 2.93 -0.75
N -2.045 1.574 6.312 -0.22 -1.59 -0.26 -0.58
Br -1.446 -1.124 0.355 0.30 0.23 -0.32 0.00
H 1.303 1.499 -4.773 -0.27 0.00 0.73 0.26
H -3.291 0.706 0.863 -1.00 0.62 -0.24 0.22
H -2.687 2.493 0.628 0.13 -0.01 -0.03 0.24
H -0.048 0.983 6.141 0.11 0.00 0.28 0.25
H -1.226 0.775 4.649 0.40 -0.19 0.84 0.24
H -0.357 0.921 -2.552 0.73 -0.63 -0.52 0.26
H 2.264 -0.605 -5.409 1.52 -0.36 -1.87 0.44
H -0.028 -1.464 -2.129 0.32 -0.48 -0.41 0.46
H 2.255 -3.050 -4.779 1.05 -0.58 -1.09 0.43
H 1.380 -3.556 -3.347 0.58 1.06 -1.34 0.44
H -2.048 1.841 7.311 0.18 -0.01 -0.66 0.46
H -0.463 1.204 0.287 0.78 0.36 -0.84 0.22
H -2.984 1.447 5.859 1.07 0.68 0.61 0.46
```
Forces are in eV/Å.

Computed properties:
Charge: +2
Energy above the lowest of the compared OMol25 structures with the same formula, charge and spin: 124.15 kJ/mol

Molecular formula: C24H38Fe2O22Rb
Method: DFT, ωB97M-V with the def2-TZVPD basis set

Structure (XYZ):
```
87
Properties=species:S:1:pos:R:3:forces:R:3:lowdin_spin:R:1
Fe -3.996 -22.787 -21.464 -0.51 -2.67 0.81 3.80
Fe -0.429 -22.239 -14.309 -2.05 0.70 -1.17 3.86
Rb 0.149 -22.257 -21.562 0.40 -0.02 -0.05 0.00
C -3.190 -21.446 -17.626 -0.54 -1.61 -2.72 0.00
C -3.450 -22.221 -18.800 5.04 0.45 3.69 0.00
C -2.269 -23.176 -19.286 1.72 0.80 4.62 0.01
O -2.216 -23.509 -20.460 -1.20 0.09 -3.04 0.05
C -1.196 -23.525 -18.363 -1.95 0.16 -2.75 0.00
C -1.113 -22.946 -17.148 0.60 -0.92 1.72 0.00
C -2.105 -21.759 -16.828 0.39 0.42 1.74 0.00
O -1.960 -21.061 -15.780 2.02 -1.84 0.51 0.05
O -0.242 -23.490 -16.334 -1.72 3.38 1.73 0.03
O -4.348 -22.079 -19.581 -3.24 0.72 -3.71 0.04
H -3.812 -20.593 -17.398 0.11 -0.21 0.09 0.00
H -0.496 -24.310 -18.610 0.00 -0.07 -0.17 0.00
C -7.731 -23.679 -20.311 -0.17 0.18 -0.93 0.00
O -7.095 -24.591 -19.446 1.95 -1.58 0.28 0.00
C -5.842 -25.027 -19.680 -1.66 -0.02 1.87 0.00
O -5.059 -24.553 -20.512 -0.46 -0.46 0.39 0.03
O -5.593 -26.048 -18.786 0.36 2.39 -2.51 0.00
C -4.451 -26.829 -19.157 0.38 -1.45 -0.41 0.00
H -7.194 -22.731 -20.302 -0.38 0.19 0.11 0.00
H -8.779 -23.640 -20.014 0.32 0.43 0.44 0.00
H -7.786 -24.068 -21.328 0.37 -0.08 -0.13 0.00
H -4.315 -26.895 -20.237 -0.37 0.17 -0.11 0.00
H -4.688 -27.838 -18.821 0.13 0.13 0.17 0.00
H -3.469 -26.551 -18.773 -0.43 0.61 0.58 0.00
C -1.302 -27.598 -17.588 1.98 0.45 1.29 0.00
O -2.080 -27.998 -16.451 -0.36 0.07 -0.87 0.00
C -1.565 -27.948 -15.187 -0.54 0.42 -1.10 0.00
O -0.522 -27.435 -14.899 0.18 -0.03 0.24 0.00
O -2.487 -28.485 -14.412 -0.53 0.16 -0.11 0.00
C -2.256 -28.487 -13.001 1.09 0.31 0.27 0.00
H -1.084 -26.534 -17.687 -1.41 0.74 0.14 0.00
H -1.635 -28.011 -18.540 -0.25 -0.32 0.58 0.00
H -0.248 -27.787 -17.383 0.11 -1.30 -0.21 0.00
H -1.899 -27.517 -12.657 0.05 0.14 -0.22 0.00
H -1.441 -29.194 -12.844 -0.35 -0.17 0.54 0.00
H -3.174 -28.687 -12.447 0.08 -0.45 -0.54 0.00
C -4.099 -20.151 -12.921 -0.15 0.65 -0.64 0.00
O -3.373 -20.440 -11.722 1.81 -0.48 0.02 0.00
C -2.164 -20.988 -11.736 -2.73 0.71 1.27 0.01
O -1.484 -21.220 -12.741 1.37 -0.96 -1.61 0.04
O -1.843 -21.257 -10.497 -1.08 -0.27 -1.74 0.00
C -0.538 -21.666 -10.239 1.87 0.66 1.63 0.00
H -4.016 -19.106 -13.220 0.49 0.20 0.44 0.00
H -5.147 -20.267 -12.644 0.24 -0.66 -0.39 0.00
H -3.702 -20.724 -13.758 -0.58 -0.37 0.22 0.00
H -0.104 -22.567 -10.673 -0.82 -0.21 -0.42 0.00
H -0.565 -21.785 -9.156 0.46 -0.12 -0.12 0.00
H 0.102 -20.817 -10.482 0.32 -0.12 0.12 0.00
C -6.111 -25.342 -23.870 -1.36 0.75 0.97 0.00
O -4.917 -26.137 -23.760 1.24 1.08 0.60 0.00
C -3.828 -25.641 -23.138 -0.24 -1.08 -0.43 0.00
O -3.630 -24.436 -22.816 -0.02 -1.64 -0.41 0.02
O -2.973 -26.708 -22.974 -2.31 1.90 0.05 0.00
C -1.687 -26.514 -22.413 0.78 1.42 0.13 0.00
H -6.711 -25.470 -22.969 0.45 0.01 0.50 0.00
H -6.865 -25.651 -24.593 1.11 -0.70 -0.74 0.00
H -5.978 -24.269 -24.013 0.64 -0.15 -0.11 0.00
H -1.691 -25.777 -21.610 -0.35 0.15 0.05 0.00
H -1.086 -26.101 -23.223 0.48 -0.37 0.14 0.00
H -1.260 -27.411 -21.965 -0.49 -0.30 -0.66 0.00
C -7.046 -19.570 -19.900 -0.49 0.16 -1.47 0.00
O -7.506 -19.233 -18.626 0.17 0.83 0.34 0.00
C -8.679 -18.553 -18.555 -3.25 -2.04 0.20 0.00
O -9.434 -18.218 -19.458 2.44 -0.03 1.41 0.00
O -9.048 -18.723 -17.252 0.24 0.21 0.10 0.00
C -10.361 -18.291 -16.825 -0.68 1.17 -1.36 0.00
H -7.694 -20.310 -20.370 -0.19 -0.32 0.18 0.00
H -6.039 -19.982 -19.844 0.00 0.29 0.29 0.00
H -7.123 -18.726 -20.586 0.43 0.20 0.09 0.00
H -10.379 -17.904 -15.806 0.66 0.01 -0.25 0.00
H -11.196 -18.987 -16.909 0.72 -0.99 -0.05 0.00
H -10.662 -17.550 -17.566 -0.04 0.54 0.48 0.00
C -7.128 -24.978 -14.036 -0.02 -2.04 0.45 0.00
O -6.849 -24.204 -15.166 0.96 2.55 -0.63 0.00
C -6.180 -23.017 -15.083 -0.50 0.39 4.25 0.00
O -5.761 -22.439 -14.031 -1.25 -2.27 -3.75 0.00
O -6.158 -22.522 -16.294 0.44 -0.35 -0.51 0.00
C -6.103 -21.122 -16.470 -0.92 0.61 -1.31 0.00
H -6.510 -25.865 -14.175 0.58 0.07 0.79 0.00
H -8.101 -25.455 -14.152 -0.41 0.77 -0.11 0.00
H -7.056 -24.518 -13.050 0.30 0.26 -0.38 0.00
H -6.153 -21.019 -17.554 0.72 0.05 -0.09 0.00
H -5.230 -20.615 -16.059 -0.40 -0.21 0.36 0.00
H -7.075 -20.673 -16.265 0.19 0.12 1.03 0.00
```
Forces are in eV/Å.

Computed properties:
Multiplicity: 9
Charge: +3
E: -139950.194 eV

Molecular formula: C28H69O10P
Method: DFT, ωB97M-V with the def2-TZVPD basis set

Structure (XYZ):
```
108
Properties=species:S:1:pos:R:3:forces:R:3:mulliken_charge:R:1
C -2.045 0.982 -3.245 -0.40 -0.36 -0.41 -0.39
C -2.850 2.025 -4.257 -0.39 -1.10 -1.03 -0.48
P -3.626 3.421 -3.209 1.33 -0.20 1.34 0.45
C -2.745 5.100 -3.431 -0.70 2.07 -1.30 -0.95
O -5.255 3.629 -3.862 -2.30 -1.61 2.88 -0.37
C -6.100 2.884 -2.894 4.49 -4.74 2.92 0.56
O -5.473 1.968 -2.109 -4.98 5.78 -5.11 -0.47
O -7.556 3.080 -2.821 4.90 3.18 0.96 -0.14
O -8.157 2.127 -3.524 -1.60 -2.65 -3.71 -0.33
H -2.811 0.114 -2.955 1.74 2.07 -0.35 -0.07
H -1.644 1.520 -2.276 -0.80 -1.15 -2.00 0.05
H -1.173 0.462 -3.840 -1.62 1.16 1.27 0.33
H -3.760 1.388 -4.693 1.87 1.58 0.81 0.20
H -2.212 2.378 -5.173 -1.07 -0.66 1.80 0.39
H -2.992 5.610 -4.477 0.83 -0.97 2.07 0.29
H -1.588 5.087 -3.253 -2.24 -0.42 -0.41 0.29
H -3.199 5.847 -2.618 0.91 -1.86 -1.65 0.27
H -8.156 2.407 -4.504 0.04 -0.19 1.97 0.35
C -5.888 -4.972 -4.487 -0.18 0.06 -0.05 -1.29
C -4.398 -4.864 -4.222 0.06 0.04 -0.09 -0.03
O -3.850 -3.591 -4.562 0.07 0.04 -0.04 -0.46
C -4.388 -2.465 -3.872 0.07 -0.13 0.01 -0.09
C -4.208 -2.536 -2.366 0.03 -0.07 0.16 -0.99
H -6.107 -4.763 -5.540 0.07 -0.07 0.14 0.31
H -6.246 -5.980 -4.249 0.08 0.14 -0.05 0.42
H -6.463 -4.263 -3.887 0.00 -0.09 0.04 0.28
H -3.875 -5.603 -4.839 0.07 0.28 0.05 0.36
H -4.161 -5.111 -3.181 -0.10 0.03 0.03 0.18
H -5.440 -2.326 -4.139 -0.06 -0.03 0.08 0.28
H -3.857 -1.584 -4.248 0.04 -0.26 -0.13 0.09
H -4.730 -3.392 -1.931 -0.04 0.10 -0.01 0.41
H -4.600 -1.629 -1.891 0.06 -0.09 -0.08 0.41
H -3.147 -2.636 -2.110 -0.11 0.05 -0.06 0.16
C -0.471 -5.132 -3.466 0.03 0.12 -0.18 -0.67
C -0.978 -6.490 -3.017 0.00 -0.03 -0.07 -0.49
O -1.036 -7.452 -4.068 -0.05 -0.05 -0.03 -0.42
C 0.198 -7.760 -4.714 -0.11 -0.01 0.09 -0.31
C 1.248 -8.327 -3.775 0.06 -0.06 0.19 -1.00
H -1.098 -4.736 -4.273 0.02 -0.03 0.17 0.26
H -0.487 -4.423 -2.630 -0.03 -0.10 -0.10 0.07
H 0.553 -5.182 -3.841 0.02 0.02 0.11 0.38
H -2.001 -6.379 -2.640 0.10 -0.19 -0.20 0.28
H -0.384 -6.879 -2.182 0.07 0.04 -0.03 0.35
H 0.575 -6.881 -5.246 0.07 0.04 0.06 0.30
H -0.029 -8.509 -5.481 -0.21 0.15 0.17 0.34
H 1.524 -7.616 -2.993 0.05 -0.01 -0.10 0.25
H 2.157 -8.585 -4.329 -0.14 0.03 0.05 0.38
H 0.871 -9.229 -3.279 0.05 0.11 -0.12 0.28
C -0.803 -1.300 0.804 -0.02 0.07 0.19 -0.87
C -0.044 -1.291 -0.510 0.03 0.06 0.02 0.47
O 1.235 -0.666 -0.425 0.03 0.06 -0.10 -0.43
C 2.165 -1.247 0.486 -0.06 -0.04 -0.03 0.13
C 2.500 -2.694 0.169 -0.02 -0.16 -0.14 -1.33
H -0.933 -0.278 1.178 -0.05 -0.12 -0.08 0.11
H -1.792 -1.753 0.670 0.13 0.09 -0.01 0.40
H -0.278 -1.866 1.575 -0.05 -0.07 -0.04 0.28
H -0.621 -0.722 -1.248 0.27 0.03 0.06 -0.19
H 0.058 -2.304 -0.917 0.00 -0.04 0.07 0.06
H 1.803 -1.141 1.513 0.03 -0.10 0.00 0.14
H 3.082 -0.651 0.421 -0.24 0.06 -0.09 0.26
H 1.622 -3.340 0.232 0.07 0.01 0.09 0.31
H 3.248 -3.076 0.872 -0.10 0.09 -0.07 0.38
H 2.898 -2.781 -0.849 -0.02 0.04 0.15 0.32
C -0.171 5.014 2.328 0.02 0.13 -0.08 -0.99
C -0.678 3.655 2.777 -0.07 -0.03 -0.16 -0.28
O -0.736 2.693 1.725 -0.05 -0.04 0.05 -0.42
C 0.498 2.385 1.080 -0.14 -0.03 0.01 -0.55
C 1.548 1.818 2.018 0.05 -0.03 0.13 0.31
H -0.798 5.410 1.521 0.04 -0.08 0.13 0.35
H -0.187 5.722 3.164 0.05 -0.11 -0.12 0.34
H 0.853 4.964 1.952 0.00 0.05 0.11 0.21
H -1.701 3.767 3.154 0.10 -0.20 -0.20 0.35
H -0.084 3.266 3.612 0.10 0.04 -0.01 0.27
H 0.875 3.264 0.548 0.09 0.07 0.06 0.32
H 0.271 1.637 0.313 -0.11 0.14 0.19 0.07
H 1.824 2.530 2.800 0.04 0.02 -0.05 -0.44
H 2.457 1.561 1.464 -0.17 0.00 0.05 0.30
H 1.171 0.917 2.515 0.07 0.10 -0.11 0.14
C 4.929 1.391 3.990 0.06 0.13 -0.15 -0.90
C 4.422 0.032 4.438 -0.04 -0.05 -0.06 -0.43
O 4.364 -0.930 3.387 -0.07 -0.04 -0.05 -0.39
C 5.598 -1.238 2.741 -0.09 -0.01 0.10 -0.19
C 6.648 -1.805 3.680 0.06 -0.06 0.19 -1.27
H 4.302 1.787 3.183 0.05 -0.06 0.15 0.14
H 4.913 2.099 4.825 -0.02 -0.10 -0.10 0.37
H 5.953 1.341 3.614 0.00 0.03 0.10 0.35
H 3.399 0.144 4.816 0.09 -0.20 -0.21 0.31
H 5.016 -0.357 5.273 0.07 0.05 -0.04 0.39
H 5.975 -0.359 2.210 0.07 0.05 0.05 0.33
H 5.371 -1.986 1.974 -0.20 0.14 0.15 0.32
H 6.924 -1.093 4.462 0.05 -0.01 -0.10 0.28
H 7.557 -2.062 3.126 -0.15 0.03 0.06 0.41
H 6.271 -2.706 4.177 0.05 0.12 -0.12 0.31
C 1.934 4.449 5.896 -0.13 0.00 0.13 -1.09
C 2.702 5.087 4.753 -0.06 0.11 -0.03 0.07
O 2.284 6.419 4.459 -0.02 0.00 -0.04 -0.40
C 2.416 7.371 5.513 0.05 -0.05 -0.10 -0.37
C 3.845 7.548 5.994 0.20 -0.05 -0.01 -1.00
H 0.859 4.444 5.681 0.16 -0.03 -0.01 0.24
H 2.266 3.417 6.050 -0.05 0.13 -0.05 0.34
H 2.076 4.989 6.835 0.06 -0.08 -0.01 0.42
H 2.533 4.500 3.843 -0.03 0.29 0.02 -0.19
H 3.781 5.063 4.937 -0.02 -0.01 0.09 0.37
H 1.748 7.112 6.340 0.05 -0.04 0.08 0.32
H 2.057 8.327 5.117 -0.02 -0.27 -0.14 0.33
H 4.252 6.625 6.414 -0.05 0.08 0.06 0.24
H 3.894 8.319 6.771 -0.03 -0.09 -0.13 0.39
H 4.495 7.845 5.163 -0.13 0.00 0.12 0.28
```
Forces are in eV/Å.

Computed properties:
SMILES string: CCP(C)OC(=O)OO.CCOCC.CCOCC.CCOCC.CCOCC.CCOCC.CCOCC
E: -59909.615 eV